Record 1
Density functional theory data (the ωB97M-V functional and the def2-TZVPD basis) for a single C5H9NO molecule.

Each line ends with the natural charge from an NBO analysis.
Geometry (Å):
C 1.8923 -1.0452 -0.0537  0.445
H -1.0516 0.6269 2.0689  0.220
C -1.5479 -0.0944 1.4151  -0.657
C 0.0342 0.4729 -1.0123  -0.351
H 2.1264 0.6599 -1.2128  0.240
H -2.6317 0.0474 1.5500  0.231
N -1.3417 1.4600 -0.5109  -0.434
H -1.3284 -1.1255 1.7069  0.222
O 1.2139 -2.0392 -0.1425  -0.519
H -0.1453 -0.2842 -1.7778  0.241
H -1.8854 -0.5926 -0.6612  0.137
H 1.6295 1.0415 0.4103  0.250
C -1.3832 0.2081 -0.0728  0.052
C 1.4320 0.3456 -0.4132  -0.525
H 0.0267 1.4268 -1.5505  0.337
H 2.9602 -1.1080 0.2565  0.110

## Properties
**Relative energy (zero: lowest compared OMol25 entry of this formula, charge and spin)**: 511.7 kJ/mol
**Orbital gap**: 8.84 eV
**F_max**: 0.49 eV/Å

Record 2
Density functional theory data (the ωB97M-V functional and the def2-TZVPD basis) for 2 unconnected molecules or ions with the total composition C9H7BrF2 in a non-equilibrium geometry.

Each line ends with the natural charge from an NBO analysis.
Geometry (Å):
H -2.0765 -0.1453 -1.9281  0.208
F 2.8188 -1.0841 -1.7410  -0.359
H 0.2212 1.1951 -1.5346  0.225
H -1.2567 -2.5161 1.1994  0.211
H -2.5909 -1.8569 -0.6600  0.210
C 0.5743 0.1394 0.1360  -0.208
C -1.4399 -0.3465 -1.1813  -0.196
C 0.2246 -0.9302 0.9757  -0.141
C -0.2463 0.3585 -1.0200  -0.156
C -1.7266 -1.3965 -0.3495  -0.189
F 3.0984 -1.9429 0.1404  -0.367
H 1.9829 2.7940 1.3705  0.241
H 3.4051 1.7966 0.6590  0.258
C 2.4034 1.9444 0.8264  -0.462
C 3.1811 -0.7173 -0.4954  0.516
C 1.6565 0.9509 0.5045  0.238
C -0.9104 -1.7184 0.6742  -0.202
Br 4.9711 0.0927 -0.5856  -0.053
H 0.6526 -1.2978 1.8904  0.229

## Properties
**Relative energy (zero: lowest compared OMol25 entry of this formula, charge and spin)**: 285.7 kJ/mol
**Orbital gap (alpha / beta)**: 7.20 / 7.20 eV
**F_max**: 4.13 eV/Å